(1)
Formula: C5H6O
Source: the Open Molecules 2025 dataset
Level of theory: ωB97M-V with the def2-TZVPD basis set

Properties
**SMILES**: C=C=C1O[C@H]1C
**Molecular weight**: 82.1 u
**Charge**: 0
**E_HOMO**: -8.80 eV
**Energy relative to the best compared isomer or geometry (same formula, charge and spin)**: 82.2 kcal per mole
**E**: -7325.719 eV

Structure (XYZ):
```
12
Properties=species:S:1:pos:R:3:lowdin_charge:R:1
C 0.306 -2.502 0.906 -0.002
C -0.606 -1.617 0.580 -0.019
C -0.789 -0.379 0.222 -0.293
O -1.672 0.625 0.059 0.066
C -0.396 0.650 -0.697 -0.224
C 0.408 1.881 -0.389 -0.036
H 1.171 -2.136 1.447 0.060
H 0.292 -3.544 0.610 0.050
H -0.456 0.373 -1.747 0.143
H 1.396 1.880 -0.858 0.081
H 0.512 2.062 0.685 0.088
H -0.167 2.707 -0.818 0.085
```


(2)
Formula: C6H12
Source: the Open Molecules 2025 dataset
Level of theory: ωB97M-V with the def2-TZVPD basis set

Properties
**SMILES**: CC(C)C1CC1
**Molecular weight**: 84.2 u
**Charge**: 0
**E_HOMO**: -8.81 eV
**Energy relative to the best compared isomer or geometry (same formula, charge and spin)**: 77.6 kcal per mole
**E**: -6413.574 eV

Structure (XYZ):
```
18
Properties=species:S:1:pos:R:3:lowdin_charge:R:1
C -1.569 0.981 0.450 -0.100
C -0.871 -0.112 -0.343 -0.315
C -1.531 -1.468 -0.122 -0.104
C 0.852 -0.152 0.176 -0.209
C 2.168 -0.187 -0.652 -0.132
C 1.781 1.046 0.110 -0.160
H -1.044 1.929 0.349 0.065
H -2.631 1.166 0.207 0.078
H -1.556 0.679 1.512 0.082
H -0.147 0.036 -1.114 0.076
H -1.002 -2.259 -0.654 0.072
H -1.511 -1.687 0.959 0.076
H -2.595 -1.541 -0.417 0.079
H 0.862 -0.759 1.060 0.105
H 3.014 -0.774 -0.274 0.096
H 2.176 -0.128 -1.744 0.095
H 1.491 1.912 -0.491 0.102
H 2.347 1.317 1.000 0.097
```


(3)
Formula: C2H3ClN
Source: the Open Molecules 2025 dataset
Level of theory: ωB97M-V with the def2-TZVPD basis set

Properties
**Molecular weight**: 76.5 u
**Charge**: +1
**E_HOMO (alpha / beta)**: -14.31 / -17.52 eV
**<S²>**: 2.037
**Energy relative to the best compared isomer or geometry (same formula, charge and spin)**: 11.6 kcal per mole
**E**: -16120.688 eV
**Multiplicity**: 3

Structure (XYZ):
```
7
Properties=species:S:1:pos:R:3:lowdin_spin:R:1
C 1.277 -1.350 0.001 0.422
C -0.678 0.138 0.391 0.852
N 0.300 -0.685 -0.039 0.098
Cl -2.214 -0.098 -0.064 0.277
H 2.135 -1.842 -0.180 0.027
H -0.326 1.550 0.090 0.111
H -0.495 2.286 -0.199 0.213
```


(4)
Formula: C6H12O
Source: the Open Molecules 2025 dataset
Level of theory: ωB97M-V with the def2-TZVPD basis set

Properties
**Molecular weight**: 100.2 u
**Charge**: 0
**E_HOMO**: -8.11 eV
**Energy relative to the best compared isomer or geometry (same formula, charge and spin)**: 94.9 kcal per mole
**E**: -8460.239 eV

Structure (XYZ):
```
19
Properties=species:S:1:pos:R:3:lowdin_charge:R:1
C -0.345 0.018 -2.171 -0.094
C -0.788 0.323 -0.745 -0.211
C 0.114 1.035 1.675 -0.003
C 1.508 1.215 1.194 -0.174
C -0.273 -0.408 1.680 -0.208
C -0.342 -0.818 0.198 -0.425
O -1.230 -1.913 0.099 -0.026
H -0.628 -0.999 -2.468 0.070
H 0.748 0.084 -2.247 0.079
H -0.779 0.708 -2.898 0.075
H -1.877 0.413 -0.658 0.127
H -0.392 1.309 -0.464 0.093
H 1.943 0.472 0.505 0.077
H 1.703 2.227 0.826 0.070
H 2.054 1.112 2.148 0.102
H -1.245 -0.589 2.152 0.106
H 0.477 -1.031 2.196 0.127
H 0.669 -1.137 -0.107 0.134
H -1.292 -2.147 -0.837 0.084
```


(5)
Formula: C9H15N5
Source: the Open Molecules 2025 dataset
Level of theory: ωB97M-V with the def2-TZVPD basis set

Properties
**SMILES**: [H]/N=C(/N=C1\CCCCCN1C)NC#N
**Molecular weight**: 193.3 u
**Charge**: 0
**E_HOMO**: -8.59 eV
**Energy relative to the best compared isomer or geometry (same formula, charge and spin)**: 9.6 kcal per mole
**E**: -17024.670 eV

Structure (XYZ):
```
29
Properties=species:S:1:pos:R:3:lowdin_charge:R:1
H -0.776 -4.009 0.019 0.069
N -0.917 -2.975 -0.095 0.152
C -0.570 -2.329 0.910 -0.611
N -0.833 -0.983 0.966 0.137
C -0.633 -0.224 -0.092 -0.218
C 0.219 -0.434 -1.365 -0.093
C 1.715 -0.030 -1.155 -0.180
C 1.795 1.453 -1.432 -0.231
C 1.024 2.390 -0.493 -0.184
C -0.465 2.334 -0.373 -0.157
N -1.097 1.087 0.148 -0.093
C -2.320 1.235 0.961 -0.068
N 0.069 -2.800 1.935 0.089
C 0.235 -4.052 2.262 -0.299
N 0.402 -5.124 2.720 0.151
H 0.196 -1.459 -1.737 0.098
H -0.308 0.058 -2.113 0.091
H 2.387 -0.479 -1.913 0.117
H 2.031 -0.215 -0.099 0.129
H 1.515 1.607 -2.482 0.114
H 2.906 1.638 -1.431 0.122
H 1.360 3.347 -0.783 0.100
H 1.419 2.335 0.483 0.103
H -0.881 2.608 -1.348 0.123
H -0.726 3.184 0.184 0.098
H -3.303 1.146 0.418 0.095
H -2.372 2.228 1.392 0.068
H -2.411 0.557 1.837 0.078
H 0.338 -2.094 2.676 0.199
```


(6)
Formula: C15H19F3IN3NbO3
Source: the Open Molecules 2025 dataset
Level of theory: ωB97M-V with the def2-TZVPD basis set

Properties
**Molecular weight**: 566.1 u
**Charge**: -1
**E_HOMO**: -6.05 eV
**E**: -44281.285 eV

Structure (XYZ):
```
45
Properties=species:S:1:pos:R:3:lowdin_charge:R:1
C -1.309 0.088 -2.537 -0.213
C -0.370 -0.502 -1.503 -0.866
I -1.623 -1.262 0.090 0.799
C 0.476 -1.638 -2.080 -0.479
Nb 2.353 -2.095 -0.988 1.607
O 1.849 -0.977 0.590 -0.456
F 3.945 -2.637 -0.019 -0.554
N 3.360 -0.397 -1.966 -0.031
C 2.778 0.024 -3.149 -0.633
O 2.925 -0.462 -4.221 0.125
F 1.944 1.062 -3.004 0.107
C 3.762 0.605 -1.104 -0.589
O 3.364 1.718 -0.927 0.119
F 4.803 0.141 -0.377 0.080
H -0.755 0.332 -3.437 0.068
H -2.096 -0.616 -2.780 0.052
H -1.783 0.983 -2.150 0.061
H 0.234 0.283 -1.069 0.041
H 0.633 -1.467 -3.144 0.034
H -0.115 -2.549 -2.028 0.003
H 1.472 -3.477 -0.250 -0.090
H 2.797 -3.225 -2.338 -0.122
H 2.199 -1.332 1.414 0.003
N -5.033 -2.084 0.673 0.039
C -6.106 -2.346 -0.063 -0.154
C -7.042 -3.317 0.262 -0.081
C -6.848 -4.058 1.416 -0.092
C -5.731 -3.797 2.191 -0.076
C -4.858 -2.801 1.776 -0.168
H -6.219 -1.748 -0.962 0.104
H -7.899 -3.487 -0.377 0.096
H -7.553 -4.827 1.704 0.100
H -5.535 -4.352 3.098 0.098
H -3.970 -2.567 2.355 0.093
N 3.121 5.415 3.734 0.038
C 3.317 4.113 3.541 -0.163
C 3.454 3.529 2.290 -0.060
C 3.382 4.343 1.173 -0.068
C 3.173 5.700 1.357 -0.077
C 3.052 6.183 2.651 -0.176
H 3.365 3.506 4.439 0.098
H 3.611 2.465 2.189 0.104
H 3.480 3.915 0.184 0.089
H 3.105 6.375 0.514 0.096
H 2.890 7.241 2.833 0.095
```


(7)
Formula: C42H37BN3
Source: the Open Molecules 2025 dataset
Level of theory: ωB97M-V with the def2-TZVPD basis set

Properties
**Molecular weight**: 594.6 u
**Charge**: +1
**E_HOMO**: -10.53 eV
**E**: -49293.742 eV

Structure (XYZ):
```
83
Properties=species:S:1:pos:R:3:lowdin_charge:R:1
C -6.481 3.954 -2.590 -0.077
C -6.273 2.970 -3.564 -0.070
C -4.993 2.465 -3.768 -0.006
C -3.926 2.940 -2.996 -0.224
N -2.633 2.394 -3.225 -0.047
C -1.734 3.126 -4.050 -0.221
C -1.005 4.183 -3.498 -0.010
C -0.144 4.918 -4.311 -0.069
C -0.012 4.586 -5.662 -0.079
C -0.742 3.526 -6.209 -0.071
C -1.611 2.794 -5.401 -0.015
C -2.134 1.345 -2.424 -0.166
C -1.811 0.118 -3.027 0.030
C -1.354 -0.926 -2.246 0.002
C -0.944 -0.720 -0.894 -0.186
C -0.279 -1.735 -0.165 0.078
C 0.279 -1.548 1.134 -0.201
C 0.164 -2.563 2.132 0.018
C 0.591 -2.356 3.429 0.023
C 1.304 -1.179 3.748 -0.155
N 1.843 -1.016 5.020 -0.001
C 2.924 -0.115 5.253 -0.239
C 2.673 1.202 5.643 -0.020
C 3.743 2.089 5.773 -0.065
C 5.050 1.637 5.569 -0.073
C 5.300 0.293 5.268 -0.063
C 4.233 -0.588 5.110 -0.002
C 1.231 -1.593 6.168 -0.238
C 1.717 -2.800 6.679 -0.015
C 1.153 -3.333 7.838 -0.064
C 0.126 -2.647 8.492 -0.072
C -0.335 -1.423 7.997 -0.065
C 0.218 -0.893 6.833 -0.008
C 1.482 -0.180 2.769 0.025
C 0.961 -0.349 1.498 -0.005
C -1.316 0.528 -0.308 0.013
C -1.916 1.533 -1.053 0.030
C -4.118 3.959 -2.066 -0.023
C -5.405 4.459 -1.857 -0.069
H -7.484 4.330 -2.408 0.106
H -7.100 2.590 -4.164 0.108
H -4.783 1.702 -4.519 0.116
H -1.132 4.406 -2.436 0.110
H 0.420 5.744 -3.876 0.109
H 0.670 5.153 -6.290 0.106
H -0.641 3.259 -7.261 0.107
H -2.202 1.964 -5.789 0.111
H -1.958 0.004 -4.107 0.124
H -1.317 -1.934 -2.663 0.105
H -0.332 -2.745 -0.559 0.108
H -0.323 -3.505 1.873 0.131
H 0.407 -3.096 4.217 0.126
H 1.640 1.516 5.806 0.115
H 3.544 3.132 6.031 0.111
H 5.881 2.334 5.646 0.108
H 6.319 -0.077 5.152 0.111
H 4.380 -1.642 4.868 0.122
H 2.528 -3.301 6.149 0.122
H 1.521 -4.286 8.219 0.111
H -0.320 -3.069 9.390 0.108
H -1.126 -0.875 8.510 0.111
H -0.116 0.061 6.422 0.115
H 1.997 0.745 3.056 0.124
H 1.081 0.453 0.770 0.126
H -1.158 0.695 0.756 0.119
H -2.183 2.496 -0.607 0.120
H -3.254 4.341 -1.518 0.103
H -5.553 5.244 -1.114 0.109
H 1.160 -2.842 -1.665 0.007
B 1.918 -3.702 -2.194 -0.323
N 1.729 -3.687 -3.779 -0.040
C 2.601 -4.333 -4.601 -0.023
C 2.471 -4.280 -5.990 -0.025
C 1.414 -3.572 -6.563 -0.036
C 0.504 -2.947 -5.711 -0.028
C 0.689 -3.022 -4.338 -0.039
H 3.057 -3.408 -1.902 0.018
H 1.637 -4.795 -1.745 0.022
H 3.413 -4.885 -4.121 0.141
H 3.204 -4.788 -6.611 0.118
H 1.301 -3.506 -7.639 0.116
H -0.346 -2.389 -6.099 0.114
H 0.016 -2.538 -3.635 0.078
```


(8)
Formula: C4H8O2
Source: the Open Molecules 2025 dataset
Level of theory: ωB97M-V with the def2-TZVPD basis set

Properties
**SMILES**: CC(=O)CCO
**Molecular weight**: 88.1 u
**Charge**: 0
**E_HOMO**: -9.96 eV
**Energy relative to the best compared isomer or geometry (same formula, charge and spin)**: 17.3 kcal per mole
**E**: -8372.533 eV

Structure (XYZ):
```
14
Properties=species:S:1:pos:R:3:lowdin_charge:R:1
C 2.074 -0.079 -0.429 -0.015
C 0.730 0.324 0.132 -0.432
O 0.572 1.396 0.687 0.071
C -0.418 -0.654 -0.041 -0.116
C -1.755 -0.078 0.421 -0.274
O -2.062 1.128 -0.238 -0.065
H 2.451 -0.975 0.078 0.089
H 1.975 -0.327 -1.493 0.088
H 2.784 0.740 -0.305 0.085
H -0.471 -0.938 -1.099 0.127
H -0.177 -1.573 0.514 0.130
H -1.743 0.054 1.513 0.122
H -2.557 -0.782 0.179 0.118
H -1.405 1.765 0.080 0.072
```